Below is 4 unconnected molecules or ions with the total composition C28H58FN3O3 at a distorted geometry, with properties calculated with the ωB97M-V functional and the def2-TZVPD basis.

```
93
C28H58FN3O3, DFT the ωB97M-V functional and the def2-TZVPD basis
C 7.149 2.283 2.476
C 6.574 3.240 1.350
C 5.879 2.513 0.090
C 5.336 3.689 -0.822
C 4.808 1.543 0.708
C 3.492 1.805 1.185
C 2.650 3.113 1.097
C 2.851 4.291 2.101
F 3.769 3.924 3.112
C 3.162 0.468 1.921
O 3.027 0.490 3.137
O 3.562 -0.666 1.167
C 4.786 -0.018 0.687
O 5.367 -0.763 -0.088
H 8.222 2.597 2.734
H 7.219 1.186 2.214
H 6.588 2.399 3.470
H 7.471 3.854 0.983
H 5.893 4.017 1.846
H 6.719 1.896 -0.383
H 6.252 4.258 -1.199
H 4.736 3.236 -1.661
H 4.739 4.402 -0.161
H 2.809 3.510 0.030
H 1.544 2.805 1.115
H 3.196 5.213 1.528
H 1.835 4.576 2.527
C 0.714 -5.848 -2.878
C 1.849 -4.834 -2.801
N 1.421 -3.499 -2.411
C 2.452 -2.481 -2.600
C 3.722 -2.591 -1.756
C 0.675 -3.401 -1.161
C 1.353 -3.908 0.113
H -0.074 -5.507 -3.555
H 1.094 -6.799 -3.258
H 0.273 -6.044 -1.898
H 2.296 -4.779 -3.799
H 2.627 -5.225 -2.132
H 2.013 -1.489 -2.445
H 2.746 -2.493 -3.657
H 3.552 -2.283 -0.727
H 4.490 -1.927 -2.162
H 4.138 -3.601 -1.757
H -0.268 -3.944 -1.282
H 0.364 -2.362 -1.004
H 1.861 -4.863 -0.034
H 0.600 -4.059 0.893
H 2.071 -3.186 0.503
C -0.926 1.461 2.881
C -1.991 2.503 3.200
N -2.180 3.491 2.146
C -2.996 4.629 2.560
C -4.458 4.361 2.917
C -2.473 2.963 0.817
C -3.708 2.077 0.659
H 0.032 1.933 2.650
H -0.778 0.809 3.745
H -1.215 0.825 2.042
H -1.670 3.021 4.110
H -2.926 1.985 3.449
H -2.961 5.400 1.783
H -2.514 5.089 3.430
H -5.069 4.195 2.030
H -4.875 5.232 3.431
H -4.574 3.507 3.587
H -1.603 2.392 0.477
H -2.541 3.792 0.105
H -3.806 1.345 1.464
H -3.638 1.518 -0.279
H -4.625 2.665 0.608
C -6.741 -1.030 -2.961
C -5.745 -1.165 -1.816
N -5.554 -2.533 -1.358
C -4.817 -2.625 -0.101
C -3.364 -2.154 -0.096
C -5.168 -3.505 -2.376
C -3.880 -3.242 -3.158
H -7.709 -1.463 -2.695
H -6.898 0.027 -3.191
H -6.383 -1.511 -3.874
H -6.135 -0.570 -0.982
H -4.797 -0.698 -2.116
H -4.853 -3.657 0.265
H -5.364 -2.045 0.652
H -2.702 -2.872 -0.582
H -3.015 -2.050 0.936
H -3.239 -1.181 -0.577
H -5.989 -3.591 -3.095
H -5.107 -4.500 -1.924
H -3.784 -2.200 -3.471
H -3.870 -3.853 -4.065
H -2.995 -3.517 -2.583
```

Output
electronic energy: -1591.35760 hartree
HOMO-LUMO gap: 7.39 eV
SMILES: CC[C@H](C)C1=C(CCF)C(=O)OC1=O.CCN(CC)CC.CCN(CC)CC.CCN(CC)CC
E_HOMO: -7.852 eV


Below is C6H10N2O2 in the gas phase at a distorted geometry, with properties calculated with the ωB97M-V functional and the def2-TZVPD basis.

```
20
C6H10N2O2, DFT the ωB97M-V functional and the def2-TZVPD basis
N -1.270 2.957 0.056
C -1.394 1.705 -0.399
O -2.388 1.622 -1.168
C -0.161 0.886 -0.683
C -0.398 -0.635 -0.936
C 0.578 -0.930 0.210
C 1.566 -2.053 0.275
O 0.954 -3.287 0.601
N 0.115 -0.336 1.448
C 0.766 0.531 0.483
H -0.692 3.073 0.880
H -2.183 3.380 -0.517
H 0.387 1.341 -1.519
H -0.028 -0.959 -1.915
H -1.426 -0.996 -0.796
H 2.354 -1.796 1.002
H 2.039 -2.189 -0.707
H 0.418 -3.163 1.391
H -0.897 -0.229 1.509
H 1.660 1.078 0.785
```

Output
electronic energy: -494.51796 hartree
HOMO-LUMO gap: 10.36 eV
SMILES: NC(=O)[C@@H]1C[C@]2(CO)N[C@H]12
E_HOMO: -9.807 eV


Below is C3H6O2 in the gas phase, with properties calculated with the ωB97M-V functional and the def2-TZVPD basis.

```
11
C3H6O2, DFT the ωB97M-V functional and the def2-TZVPD basis
C -0.266 -0.811 -1.300
O 0.467 0.348 -0.983
C 0.716 0.446 0.389
C -0.443 0.784 1.326
O -0.284 0.687 2.520
H 0.307 -1.727 -1.086
H -1.204 -0.849 -0.727
H -0.497 -0.763 -2.366
H 1.459 1.237 0.518
H 1.167 -0.473 0.793
H -1.422 1.123 0.916
```

Output
electronic energy: -268.34376 hartree
HOMO-LUMO gap: 10.73 eV
SMILES: COCC=O
E_HOMO: -9.785 eV


Below is a molecular structure, C3H7BrClNO at a distorted geometry, with properties calculated with the ωB97M-V functional and the def2-TZVPD basis.

```
14
C3H7BrClNO, DFT the ωB97M-V functional and the def2-TZVPD basis
C -0.335 1.181 0.494
C 0.588 -0.864 -0.788
C 0.726 0.055 0.462
N 2.100 0.596 0.624
O -0.629 -1.491 -0.562
Cl 2.324 2.059 -0.299
Br 3.421 -0.667 -0.047
H -0.573 1.885 -0.318
H -0.274 1.843 1.408
H -1.220 0.551 0.736
H 0.542 -0.019 -1.481
H 1.445 -1.627 -0.959
H 0.381 -0.615 1.244
H -0.817 -2.063 -1.295
```

Output
electronic energy: -3282.48882 hartree
HOMO-LUMO gap (alpha / beta): 7.14 / 6.86 eV
expectation value of S²: 2.009
E_HOMO (alpha / beta): -6.647 / -9.699 eV
2S+1: 3


Below is a molecular structure, C4H6O2, with properties calculated with the ωB97M-V functional and the def2-TZVPD basis.

```
12
C4H6O2, DFT the ωB97M-V functional and the def2-TZVPD basis
O 2.333 -1.240 0.438
C 1.228 -0.785 0.605
C 0.373 -0.147 -0.459
C -1.103 -0.500 -0.218
O -1.289 0.679 0.574
C -0.123 1.252 -0.032
H 0.727 -0.823 1.597
H 0.796 -0.277 -1.458
H -1.678 -0.460 -1.151
H -1.347 -1.416 0.331
H 0.486 1.839 0.664
H -0.404 1.878 -0.890
```

Output
electronic energy: -306.43243 hartree
HOMO-LUMO gap: 10.73 eV
E_HOMO: -9.753 eV


Below is a molecular structure, C4H9N2O at a distorted geometry, with properties calculated with the ωB97M-V functional and the def2-TZVPD basis.

```
16
C4H9N2O, DFT the ωB97M-V functional and the def2-TZVPD basis
C -1.776 -1.417 1.414
C 0.771 0.287 -0.797
C -1.802 1.174 -0.838
C 2.944 -0.359 0.156
N -1.494 -0.461 0.663
N -0.990 0.418 -0.006
O 1.447 -0.486 -0.101
H -1.240 -2.340 1.573
H -2.587 -1.302 2.052
H 1.152 1.105 -1.362
H -1.200 2.076 -1.034
H -2.805 1.492 -0.496
H -2.041 0.818 -1.893
H 3.266 -1.179 0.759
H 3.017 0.541 0.719
H 3.338 -0.368 -0.808
```

Output
charge: +1
electronic energy: -342.06932 hartree
HOMO-LUMO gap (alpha / beta): 7.59 / 7.59 eV
E_HOMO (alpha / beta): -12.708 / -12.706 eV


Below is C8H20O2Si in the gas phase at a distorted geometry, with properties calculated with the ωB97M-V functional and the def2-TZVPD basis.

```
31
C8H20O2Si, DFT the ωB97M-V functional and the def2-TZVPD basis
C 2.020 -1.222 -0.589
C 0.571 -1.091 -1.208
C -0.331 -2.335 -0.845
C 0.718 -0.843 -2.705
Si -0.167 0.512 -0.427
C 0.662 2.068 -1.083
C -2.022 0.443 -0.643
O 0.165 0.551 1.259
C -0.968 0.767 2.100
C -0.643 1.213 3.459
O 0.405 0.436 3.856
H 2.014 -1.155 0.433
H 2.760 -0.444 -0.895
H 2.557 -2.168 -0.811
H -0.460 -2.240 0.221
H 0.231 -3.222 -0.976
H -1.325 -2.345 -1.335
H -0.221 -0.671 -3.129
H 1.336 0.055 -2.843
H 1.313 -1.623 -3.145
H 1.603 1.753 -1.515
H 0.669 2.687 -0.125
H -0.130 2.344 -1.782
H -2.495 1.229 -0.151
H -2.373 0.570 -1.669
H -2.312 -0.479 -0.125
H -1.733 1.513 1.659
H -1.406 -0.287 2.170
H -1.415 1.256 4.217
H -0.208 2.267 3.377
H 1.185 0.461 3.251
```

Output
electronic energy: -756.78180 hartree
HOMO-LUMO gap: 10.00 eV
SMILES: CC(C)(C)[Si](C)(C)OCCO
E_HOMO: -9.265 eV


Below is a molecular structure, C20H28AsN4O6PbS2Se2 at a distorted geometry, with properties calculated with the ωB97M-V functional and the def2-TZVPD basis.

```
64
C20H28AsN4O6PbS2Se2, DFT the ωB97M-V functional and the def2-TZVPD basis
Pb 0.645 0.608 0.869
C -1.505 -3.623 -2.640
C -0.020 -3.392 -2.916
N 0.711 -3.223 -1.684
C 1.037 -1.994 -1.216
S 1.296 -1.928 0.509
N 1.262 -1.054 -2.087
N 1.399 0.205 -1.670
C 2.018 1.074 -2.396
C 2.729 0.718 -3.674
C 2.051 2.447 -1.925
C 2.709 3.454 -2.648
C 2.736 4.741 -2.148
C 2.117 5.007 -0.935
C 1.489 3.954 -0.287
N 1.449 2.726 -0.761
H -2.077 -3.697 -3.563
H -1.894 -2.787 -2.056
H -1.634 -4.545 -2.075
H 0.129 -2.479 -3.494
H 0.404 -4.239 -3.464
H 0.523 -3.897 -0.955
H 2.582 -0.343 -3.853
H 3.795 0.926 -3.589
H 2.329 1.283 -4.516
H 3.194 3.228 -3.584
H 3.239 5.530 -2.693
H 2.130 5.995 -0.499
H 1.013 4.096 0.674
O -1.166 0.313 4.945
As -1.392 -0.689 3.562
O -2.908 -1.270 3.647
O -1.265 0.213 2.155
C -0.096 -2.140 3.569
C -0.587 -3.415 3.326
C 0.273 -4.497 3.268
C 1.635 -4.306 3.443
C 2.127 -3.031 3.664
C 1.259 -1.960 3.728
S 1.949 -0.351 4.092
O 3.388 -0.492 4.077
O 1.408 0.018 5.396
O 1.475 0.586 3.046
H -0.211 0.329 5.159
H -1.658 -3.521 3.194
H -0.114 -5.491 3.082
H 2.316 -5.146 3.395
H 3.179 -2.822 3.784
C -3.492 4.752 -0.795
Se -1.643 4.192 -1.124
C -2.045 2.392 -1.800
C -2.649 1.459 -0.764
Se -1.732 -0.288 -0.822
C -2.962 -1.317 0.290
H -4.054 4.710 -1.724
H -3.452 5.775 -0.428
H -3.928 4.099 -0.045
H -1.083 2.013 -2.154
H -2.699 2.527 -2.666
H -3.713 1.284 -0.944
H -2.516 1.809 0.261
H -2.933 -0.930 1.308
H -2.608 -2.345 0.289
H -3.960 -1.250 -0.137
```

Output
charge: -1
electronic energy: -9477.35307 hartree
HOMO-LUMO gap: 6.95 eV
E_HOMO: -4.998 eV